{
  "formula": "C27H30N5OPPtS",
  "method": "the ωB97M-V functional and the def2-TZVPD basis",
  "homo_lumo_gap_ev": [7.61, 7.02],
  "homo_ev": [-13.05, -14.60],
  "multiplicity": 3,
  "s_squared": 2.0077,
  "total_energy_ev": -61341.1270,
  "total_charge": 2,
  "symbols": ["Pt", "C", "C", "N", "N", "C", "S", "N", "N", "H", "H", "H", "H", "H", "H", "C", "C", "C", "C", "C", "O", "C", "N", "C", "C", "C", "C", "C", "C", "P", "C", "C", "C", "C", "C", "C", "C", "C", "C", "C", "C", "C", "H", "H", "H", "H", "H", "H", "H", "H", "H", "H", "H", "H", "H", "H", "H", "H", "H", "H", "H", "H", "H", "H", "H", "H"],
  "positions_angstrom": [[0.726, -0.926, 0.376], [3.640, -1.079, -4.034], [2.527, -1.917, -3.537], [1.957, -2.896, -4.155], [0.988, -3.346, -3.301], [0.941, -2.675, -2.158], [-0.065, -2.881, -0.806], [1.925, -1.752, -2.294], [2.219, -0.816, -1.298], [3.893, -1.401, -5.041], [4.525, -1.184, -3.404], [3.350, -0.026, -4.061], [0.407, -4.126, -3.571], [2.110, 0.129, -1.680], [3.184, -0.941, -0.997], [1.939, -3.145, 2.648], [1.051, -2.480, 3.693], [1.772, -1.316, 4.367], [-0.311, -2.066, 3.120], [-1.300, -1.573, 4.183], [-1.431, -0.151, 3.916], [-0.818, 0.114, 2.778], [-0.212, -0.885, 2.228], [-0.877, 1.531, 2.352], [-1.061, 2.461, 3.373], [-1.126, 3.818, 3.094], [-1.035, 4.259, 1.787], [-0.870, 3.341, 0.758], [-0.777, 1.979, 1.021], [-0.680, 0.819, -0.369], [-2.379, 0.476, -0.846], [-3.140, 1.475, -1.459], [-4.474, 1.243, -1.746], [-5.054, 0.023, -1.416], [-4.304, -0.966, -0.798], [-2.965, -0.742, -0.513], [0.160, 1.635, -1.740], [-0.146, 1.261, -3.051], [0.630, 1.728, -4.105], [1.716, 2.558, -3.860], [2.034, 2.922, -2.556], [1.266, 2.459, -1.497], [2.839, -3.549, 3.112], [2.277, -2.419, 1.895], [1.429, -3.960, 2.131], [0.815, -3.233, 4.452], [2.079, -0.568, 3.632], [2.671, -1.670, 4.870], [1.159, -0.818, 5.121], [-0.730, -2.896, 2.547], [-0.934, -1.685, 5.200], [-2.292, -2.011, 4.100], [-1.148, 2.119, 4.393], [-1.258, 4.524, 3.903], [-1.099, 5.314, 1.559], [-0.818, 3.698, -0.263], [-2.696, 2.431, -1.710], [-5.064, 2.014, -2.223], [-6.098, -0.153, -1.641], [-4.760, -1.912, -0.541], [-2.379, -1.516, -0.034], [-0.995, 0.619, -3.250], [0.374, 1.454, -5.120], [2.306, 2.934, -4.685], [2.872, 3.580, -2.365], [1.514, 2.756, -0.484]]
}

{
  "formula": "C5H8N2O",
  "method": "the ωB97M-V functional and the def2-TZVPD basis",
  "homo_lumo_gap_ev": 9.52,
  "homo_ev": -8.94,
  "total_energy_ev": -10338.7128,
  "symbols": ["C", "C", "C", "C", "C", "H", "H", "H", "H", "H", "H", "H", "H", "N", "N", "O"],
  "positions_angstrom": [[0.069, 0.704, -0.212], [0.832, -0.226, -0.906], [0.301, -1.357, -0.018], [0.719, -0.156, 1.016], [-1.375, 0.134, -0.056], [1.140, 2.480, 0.314], [0.568, -0.397, -2.007], [2.015, -0.118, -0.783], [0.790, -2.358, -0.125], [1.811, 0.078, 1.139], [0.400, -0.211, 2.053], [-1.843, -1.897, -0.035], [-2.160, 1.739, 0.160], [-1.090, -1.264, -0.300], [-2.491, 0.703, 0.041], [0.315, 2.146, -0.281]]
}